DFT (ωB97M-V with the def2-TZVPD basis set) results for C29H32N4O6Tl as an isolated structure.

Summary:
* spin multiplicity: 1
* LUMO energy: -3.273 eV
* relative energy (zero: lowest compared OMol25 entry of this formula, charge and spin): 0.0 kcal per mole
* gap between HOMO and LUMO: 7.71 eV
* charge: +1
* largest force on an atom: 0.08 eV/A

Geometry (Å):
Tl -1.645 -0.300 1.052
C 0.497 -4.890 2.759
C 0.790 -3.574 2.112
O 0.099 -3.410 0.984
C 1.651 -2.692 2.685
C 2.029 -1.344 2.355
C 2.378 -0.444 3.489
N 2.120 -0.847 1.143
N 2.441 0.491 0.892
C 1.472 1.329 1.244
O 0.396 1.036 1.826
C 1.708 2.748 0.822
C 0.802 3.721 1.229
C 0.947 5.033 0.801
C 1.994 5.375 -0.043
C 2.903 4.406 -0.450
C 2.764 3.097 -0.018
H -0.363 -5.355 2.284
H 0.303 -4.767 3.823
H 1.358 -5.551 2.648
H 2.016 -3.010 3.652
H 2.624 -1.029 4.371
H 1.519 0.192 3.714
H 3.204 0.210 3.212
H -0.015 3.432 1.878
H 0.245 5.789 1.129
H 2.109 6.399 -0.376
H 3.727 4.675 -1.099
H 3.472 2.336 -0.320
C -5.095 0.313 1.863
O -4.409 0.784 0.712
C -5.026 0.390 -0.507
C -4.566 -0.979 -0.968
O -3.187 -0.993 -1.311
C -2.941 -0.528 -2.626
H -6.115 0.707 1.892
H -4.551 0.672 2.734
H -5.135 -0.780 1.897
H -4.760 1.146 -1.247
H -6.116 0.397 -0.399
H -5.172 -1.308 -1.819
H -4.691 -1.710 -0.166
H -3.479 -1.138 -3.357
H -1.872 -0.619 -2.801
H -3.230 0.520 -2.753
O 4.547 -5.052 -2.470
C 4.093 -4.606 -1.286
O 4.430 -5.127 -0.263
C 3.143 -3.443 -1.305
C 3.064 -2.687 -0.145
C 2.158 -1.647 -0.049
C 1.328 -1.326 -1.132
C 1.423 -2.080 -2.297
C 2.322 -3.131 -2.382
N 0.344 -0.326 -0.990
C 0.505 0.766 -1.612
C -0.429 1.901 -1.485
C -0.158 3.067 -2.183
C -1.012 4.150 -2.030
C -2.099 4.019 -1.187
C -2.290 2.811 -0.523
N -1.479 1.771 -0.667
H 4.303 -4.460 -3.191
H 3.711 -2.931 0.687
H 0.433 -2.667 0.459
H 0.758 -1.856 -3.121
H 2.340 -3.726 -3.287
H 1.382 0.937 -2.242
H 0.719 3.130 -2.813
H -0.822 5.078 -2.553
H -2.790 4.834 -1.029
H -3.128 2.671 0.151

DFT (ωB97M-V with the def2-TZVPD basis set) results for C29H32N5OPRuS2 as an isolated structure.

Summary:
* spin multiplicity: 2
* LUMO energy (spin up / spin down): 1.793 / 1.781 eV
* relative energy (zero: lowest compared OMol25 entry of this formula, charge and spin): 0.0 kcal per mole
* gap between HOMO and LUMO (spin up / spin down): 3.36 / 4.44 eV
* charge: -1
* largest force on an atom: 0.43 eV/A

Geometry (Å):
Ru 0.650 0.722 0.239
C 4.996 1.249 1.323
C 3.509 1.478 1.221
N 2.753 0.563 0.711
N 3.460 -0.554 0.251
C 3.030 -1.695 0.619
S 1.611 -2.014 1.605
S 4.034 -3.075 0.101
C 2.765 -4.088 -0.726
C 2.517 -3.666 -2.146
C 1.803 -2.500 -2.419
C 1.599 -2.100 -3.730
C 2.095 -2.856 -4.785
C 2.802 -4.020 -4.520
C 3.012 -4.418 -3.207
C 2.969 2.747 1.727
C 3.683 3.410 2.737
C 3.297 4.628 3.255
C 2.162 5.246 2.722
C 1.437 4.631 1.731
C 1.775 3.346 1.218
O 1.011 2.823 0.325
H 5.331 0.703 0.443
H 5.234 0.625 2.189
H 5.533 2.190 1.408
H 1.861 -4.017 -0.116
H 3.130 -5.115 -0.683
H 1.409 -1.897 -1.604
H 1.047 -1.187 -3.922
H 1.932 -2.539 -5.808
H 3.193 -4.617 -5.335
H 3.569 -5.326 -3.001
H 4.566 2.934 3.146
H 3.866 5.095 4.049
H 1.846 6.215 3.093
H 0.553 5.098 1.313
C -4.605 0.615 -0.167
N -3.986 0.661 1.224
C -4.053 2.087 1.746
N -3.440 3.000 0.847
C -4.093 2.905 -0.453
N -4.015 1.573 -1.036
C -2.619 1.215 -1.378
P -1.435 1.141 0.077
C -2.565 0.163 1.207
C -1.972 2.800 0.747
H -5.669 0.822 -0.027
H -4.455 -0.401 -0.535
H -4.546 0.058 1.838
H -3.553 2.090 2.714
H -5.114 2.319 1.867
H -3.622 3.613 -1.133
H -5.147 3.174 -0.333
H -2.231 1.966 -2.070
H -2.624 0.258 -1.899
H -2.170 0.247 2.220
H -2.589 -0.887 0.924
H -1.551 3.580 0.110
H -1.523 2.935 1.734
C 0.368 -1.200 0.513
C -0.691 -2.101 0.184
C -1.433 -1.891 -1.020
C -2.614 -2.556 -1.289
C -3.120 -3.516 -0.410
C -2.341 -3.842 0.708
C -1.157 -3.188 0.984
H -1.024 -1.179 -1.726
H -3.139 -2.348 -2.218
H -4.038 -4.048 -0.625
H -2.675 -4.626 1.380
H -0.603 -3.461 1.874

DFT (ωB97M-V with the def2-TZVPD basis set) results for C29H32N6OPdS as an isolated structure.

Summary:
* spin multiplicity: 5
* LUMO energy (spin up / spin down): -10.759 / -14.213 eV
* relative energy (zero: lowest compared OMol25 entry of this formula, charge and spin): 0.0 kcal per mole
* gap between HOMO and LUMO (spin up / spin down): 9.13 / 5.65 eV
* charge: +4
* largest force on an atom: 0.31 eV/A

Geometry (Å):
Pd -1.125 -0.180 0.107
C 0.224 -3.119 0.965
N -1.226 -3.062 0.816
C -2.075 -3.111 1.989
C -2.643 -1.765 2.415
C -3.283 -1.704 3.638
C -3.919 -0.529 4.018
C -3.901 0.553 3.150
C -3.236 0.423 1.949
N -2.611 -0.713 1.577
C -1.876 -3.300 -0.463
C -1.109 -2.768 -1.635
C -0.816 -3.547 -2.734
C -0.109 -2.982 -3.794
C 0.288 -1.659 -3.706
C -0.044 -0.938 -2.572
N -0.733 -1.478 -1.559
C 0.778 -1.994 1.816
C 1.674 -2.260 2.829
C 2.257 -1.200 3.521
C 1.910 0.094 3.175
C 0.991 0.286 2.157
N 0.435 -0.730 1.483
H 0.678 -3.130 -0.024
H 0.448 -4.080 1.447
H -1.511 -3.550 2.813
H -2.914 -3.772 1.753
H -3.297 -2.571 4.287
H -4.423 -0.466 4.974
H -4.391 1.485 3.397
H -3.188 1.249 1.247
H -2.877 -2.865 -0.400
H -2.018 -4.389 -0.543
H -1.126 -4.583 -2.769
H 0.134 -3.577 -4.665
H 0.853 -1.186 -4.498
H 0.257 0.098 -2.464
H 1.935 -3.282 3.071
H 2.970 -1.390 4.313
H 2.340 0.949 3.678
H 0.696 1.288 1.867
C -5.479 6.180 -1.749
C -5.642 5.956 -3.246
C -4.325 5.834 -3.991
N -3.554 4.648 -3.534
C -2.439 4.707 -2.888
S -1.682 6.206 -2.517
N -1.739 3.589 -2.413
C -2.202 2.331 -2.021
O -1.628 1.809 -1.052
C -3.257 1.681 -2.803
C -3.189 1.684 -4.204
C -4.164 1.033 -4.940
C -5.216 0.401 -4.285
C -5.283 0.389 -2.895
C -4.294 1.011 -2.152
H -6.453 6.275 -1.273
H -4.924 7.096 -1.541
H -4.963 5.347 -1.262
H -6.178 6.790 -3.701
H -6.248 5.066 -3.447
H -3.695 6.717 -3.838
H -4.465 5.717 -5.066
H -3.961 3.737 -3.721
H -0.884 3.839 -1.923
H -2.360 2.168 -4.712
H -4.109 1.020 -6.021
H -5.992 -0.084 -4.863
H -6.116 -0.090 -2.400
H -4.358 1.031 -1.071

What is the spin multiplicity in the third record?
5

The lowest spin multiplicity belongs to which entry?
C29H32N4O6Tl

Copy entry 2 word for word.
DFT (ωB97M-V with the def2-TZVPD basis set) results for C29H32N5OPRuS2 as an isolated structure.

Summary:
* spin multiplicity: 2
* LUMO energy (spin up / spin down): 1.793 / 1.781 eV
* relative energy (zero: lowest compared OMol25 entry of this formula, charge and spin): 0.0 kcal per mole
* gap between HOMO and LUMO (spin up / spin down): 3.36 / 4.44 eV
* charge: -1
* largest force on an atom: 0.43 eV/A

Geometry (Å):
Ru 0.650 0.722 0.239
C 4.996 1.249 1.323
C 3.509 1.478 1.221
N 2.753 0.563 0.711
N 3.460 -0.554 0.251
C 3.030 -1.695 0.619
S 1.611 -2.014 1.605
S 4.034 -3.075 0.101
C 2.765 -4.088 -0.726
C 2.517 -3.666 -2.146
C 1.803 -2.500 -2.419
C 1.599 -2.100 -3.730
C 2.095 -2.856 -4.785
C 2.802 -4.020 -4.520
C 3.012 -4.418 -3.207
C 2.969 2.747 1.727
C 3.683 3.410 2.737
C 3.297 4.628 3.255
C 2.162 5.246 2.722
C 1.437 4.631 1.731
C 1.775 3.346 1.218
O 1.011 2.823 0.325
H 5.331 0.703 0.443
H 5.234 0.625 2.189
H 5.533 2.190 1.408
H 1.861 -4.017 -0.116
H 3.130 -5.115 -0.683
H 1.409 -1.897 -1.604
H 1.047 -1.187 -3.922
H 1.932 -2.539 -5.808
H 3.193 -4.617 -5.335
H 3.569 -5.326 -3.001
H 4.566 2.934 3.146
H 3.866 5.095 4.049
H 1.846 6.215 3.093
H 0.553 5.098 1.313
C -4.605 0.615 -0.167
N -3.986 0.661 1.224
C -4.053 2.087 1.746
N -3.440 3.000 0.847
C -4.093 2.905 -0.453
N -4.015 1.573 -1.036
C -2.619 1.215 -1.378
P -1.435 1.141 0.077
C -2.565 0.163 1.207
C -1.972 2.800 0.747
H -5.669 0.822 -0.027
H -4.455 -0.401 -0.535
H -4.546 0.058 1.838
H -3.553 2.090 2.714
H -5.114 2.319 1.867
H -3.622 3.613 -1.133
H -5.147 3.174 -0.333
H -2.231 1.966 -2.070
H -2.624 0.258 -1.899
H -2.170 0.247 2.220
H -2.589 -0.887 0.924
H -1.551 3.580 0.110
H -1.523 2.935 1.734
C 0.368 -1.200 0.513
C -0.691 -2.101 0.184
C -1.433 -1.891 -1.020
C -2.614 -2.556 -1.289
C -3.120 -3.516 -0.410
C -2.341 -3.842 0.708
C -1.157 -3.188 0.984
H -1.024 -1.179 -1.726
H -3.139 -2.348 -2.218
H -4.038 -4.048 -0.625
H -2.675 -4.626 1.380
H -0.603 -3.461 1.874

What did the second record say?
DFT (ωB97M-V with the def2-TZVPD basis set) results for C29H32N5OPRuS2 as an isolated structure.

Summary:
* spin multiplicity: 2
* LUMO energy (spin up / spin down): 1.793 / 1.781 eV
* relative energy (zero: lowest compared OMol25 entry of this formula, charge and spin): 0.0 kcal per mole
* gap between HOMO and LUMO (spin up / spin down): 3.36 / 4.44 eV
* charge: -1
* largest force on an atom: 0.43 eV/A

Geometry (Å):
Ru 0.650 0.722 0.239
C 4.996 1.249 1.323
C 3.509 1.478 1.221
N 2.753 0.563 0.711
N 3.460 -0.554 0.251
C 3.030 -1.695 0.619
S 1.611 -2.014 1.605
S 4.034 -3.075 0.101
C 2.765 -4.088 -0.726
C 2.517 -3.666 -2.146
C 1.803 -2.500 -2.419
C 1.599 -2.100 -3.730
C 2.095 -2.856 -4.785
C 2.802 -4.020 -4.520
C 3.012 -4.418 -3.207
C 2.969 2.747 1.727
C 3.683 3.410 2.737
C 3.297 4.628 3.255
C 2.162 5.246 2.722
C 1.437 4.631 1.731
C 1.775 3.346 1.218
O 1.011 2.823 0.325
H 5.331 0.703 0.443
H 5.234 0.625 2.189
H 5.533 2.190 1.408
H 1.861 -4.017 -0.116
H 3.130 -5.115 -0.683
H 1.409 -1.897 -1.604
H 1.047 -1.187 -3.922
H 1.932 -2.539 -5.808
H 3.193 -4.617 -5.335
H 3.569 -5.326 -3.001
H 4.566 2.934 3.146
H 3.866 5.095 4.049
H 1.846 6.215 3.093
H 0.553 5.098 1.313
C -4.605 0.615 -0.167
N -3.986 0.661 1.224
C -4.053 2.087 1.746
N -3.440 3.000 0.847
C -4.093 2.905 -0.453
N -4.015 1.573 -1.036
C -2.619 1.215 -1.378
P -1.435 1.141 0.077
C -2.565 0.163 1.207
C -1.972 2.800 0.747
H -5.669 0.822 -0.027
H -4.455 -0.401 -0.535
H -4.546 0.058 1.838
H -3.553 2.090 2.714
H -5.114 2.319 1.867
H -3.622 3.613 -1.133
H -5.147 3.174 -0.333
H -2.231 1.966 -2.070
H -2.624 0.258 -1.899
H -2.170 0.247 2.220
H -2.589 -0.887 0.924
H -1.551 3.580 0.110
H -1.523 2.935 1.734
C 0.368 -1.200 0.513
C -0.691 -2.101 0.184
C -1.433 -1.891 -1.020
C -2.614 -2.556 -1.289
C -3.120 -3.516 -0.410
C -2.341 -3.842 0.708
C -1.157 -3.188 0.984
H -1.024 -1.179 -1.726
H -3.139 -2.348 -2.218
H -4.038 -4.048 -0.625
H -2.675 -4.626 1.380
H -0.603 -3.461 1.874